131
Properties=species:S:1:pos:R:3:forces:R:3 method="wB97M-V/def2-TZVPD" homo_lumo_gap_ev="7.97 / 3.31" charge=+1 energy_ev=-132915.888 lumo_ha="-0.1133 / -0.2846" s2=0.7576 spin_multiplicity=2 homo_ev="-11.06 / -11.06"
C 0.8420 -4.7575 -1.3837 0.1 1.0 0.3
C 0.1168 -6.0117 -1.7109 1.8 -3.4 1.7
C 0.6626 -7.2949 -0.9177 2.5 1.1 -0.7
O -0.4028 -8.0131 -0.4137 -3.1 0.6 0.2
C -1.5086 -7.1894 -0.4972 -3.9 -3.8 0.5
O -2.7100 -7.5099 -0.1645 5.8 2.0 -1.0
O -1.1839 -6.1199 -1.1780 -2.3 2.8 -0.6
H 1.0816 -4.6362 -0.3273 -0.3 -0.2 0.2
H 0.2756 -3.8841 -1.7066 -0.1 0.0 0.0
H 1.8024 -4.6782 -1.8930 0.0 -0.4 -0.2
H 0.2008 -6.2365 -2.7741 -0.9 0.2 -0.1
H 1.2406 -7.0100 -0.0385 0.4 0.3 -0.2
H 1.2670 -7.9262 -1.5690 -0.1 -0.1 0.1
C 4.4316 0.0038 1.2211 0.6 1.2 -0.7
C 3.5900 -1.0664 1.8201 -0.1 -0.6 -1.3
C 3.3866 -2.3761 1.0247 -1.1 1.8 -1.3
O 3.7100 -3.3623 1.9276 -1.5 -4.7 -3.5
C 4.1725 -2.9795 2.9993 3.3 1.4 7.1
O 4.5990 -3.6175 3.9908 -1.6 1.9 -3.5
O 4.2127 -1.6032 2.9504 0.1 0.5 2.6
H 3.7841 0.8124 0.8820 -0.1 -0.3 -0.8
H 5.0657 -0.3783 0.4210 0.1 0.2 -0.1
H 5.0478 0.5851 1.9071 0.2 -0.7 0.5
H 2.6083 -0.5970 1.8828 -0.3 -0.4 1.4
H 3.9982 -2.4529 0.1257 -0.1 -0.1 0.0
H 2.3209 -2.4652 0.8136 0.2 -0.2 -0.4
C -4.4330 4.0728 -5.0167 0.8 1.6 1.8
C -3.7899 4.1810 -3.5577 -1.9 -1.0 -1.4
C -3.1009 2.8737 -3.1849 -0.7 0.7 3.0
O -1.7699 3.2188 -3.1698 2.3 0.2 -1.2
C -1.5990 4.5465 -3.3620 2.4 0.2 -1.3
O -0.4834 4.9780 -3.5483 -1.8 0.2 0.8
O -2.7775 5.2101 -3.4188 0.3 -1.4 -0.4
H -3.6323 3.9408 -5.7443 -0.1 0.0 0.0
H -4.9105 5.0456 -5.1339 -0.1 -0.1 -0.6
H -5.1885 3.2951 -5.1283 0.2 -0.1 0.4
H -4.5129 4.4048 -2.7732 -0.3 0.1 -0.5
H -3.3187 1.9152 -3.6559 0.0 0.5 -0.5
H -3.2284 2.7881 -2.1058 -1.2 -0.9 0.1
C 4.3232 4.7638 4.8299 0.4 -0.6 -0.3
C 2.9037 4.4071 4.5277 -1.6 1.1 -0.5
C 2.1498 5.2143 3.4170 0.4 1.1 1.8
O 1.2268 4.2875 2.8606 -0.3 -1.8 0.1
C 1.6299 2.9991 3.2267 0.0 -1.5 -0.7
O 1.1270 1.8944 2.9404 1.5 4.6 0.7
O 2.7841 3.1714 3.9184 0.0 -4.0 -1.1
H 4.5868 4.4464 5.8388 0.0 0.4 0.0
H 4.5361 5.8157 4.6395 0.1 -0.1 0.2
H 4.9347 4.1355 4.1823 0.2 0.3 -0.2
H 2.3508 4.2150 5.4472 -0.4 1.1 0.2
H 2.8564 5.6326 2.7001 0.0 -0.5 -0.4
H 1.6015 6.0566 3.8388 -0.2 -0.1 -0.1
C 4.0694 1.5409 -4.0562 0.0 -0.2 1.0
C 4.6823 0.3589 -3.2431 -0.6 0.0 -0.2
C 4.3651 -1.1222 -3.5413 -0.9 1.9 0.1
O 5.6348 -1.7163 -3.4796 0.0 -1.4 -0.1
C 6.6049 -0.8078 -3.5873 3.4 -0.4 -1.1
O 7.7971 -1.0834 -3.7786 -3.7 1.1 0.9
O 6.0624 0.4197 -3.5350 1.6 0.1 -0.2
H 4.6496 2.4039 -3.7297 0.0 0.1 -0.2
H 3.0314 1.8093 -3.8598 -0.1 -0.4 0.4
H 4.1399 1.4725 -5.1418 0.4 -0.5 0.1
H 4.6032 0.3936 -2.1565 -0.3 1.0 0.1
H 3.8914 -1.1142 -4.5229 0.1 -1.0 -0.2
H 3.7311 -1.4949 -2.7368 -0.1 -0.3 -0.4
C 0.2134 3.0086 0.0011 -0.4 0.3 -0.1
C -1.0073 3.2852 0.8937 0.7 0.3 -0.2
C -1.5441 4.7405 0.7853 0.6 0.8 -0.2
O -2.9210 4.5666 0.5729 -1.6 0.7 0.4
C -3.2410 3.3010 0.5437 -1.9 -1.7 -1.5
O -4.3425 2.8124 0.3877 0.6 0.9 0.5
O -2.1665 2.5305 0.5188 0.7 -0.7 0.0
H 0.9795 3.6900 0.3710 0.3 -0.3 0.0
H 0.0822 3.2484 -1.0541 -0.6 0.5 0.0
H 0.5510 1.9740 -0.0592 0.1 0.1 0.9
H -0.8377 2.9619 1.9207 0.5 0.4 0.0
H -1.2018 5.3369 -0.0604 0.5 -0.5 -0.4
H -1.4693 5.4581 1.6024 0.4 -0.7 0.6
C 3.0751 -2.3690 6.9007 -0.7 0.9 -0.2
C 1.7309 -1.7270 6.4167 0.9 -1.2 0.3
C 1.8434 -0.3169 5.9369 -0.3 1.4 -0.2
O 1.0694 -0.3119 4.7316 0.3 1.9 -0.1
C 0.9256 -1.5205 4.3140 -1.4 -1.6 -1.1
O 0.3481 -1.8399 3.2987 0.3 0.1 -0.2
O 1.3715 -2.3807 5.1986 0.6 -1.6 -0.6
H 3.3731 -2.0287 7.8924 -0.5 -0.4 0.3
H 3.9058 -1.9999 6.2991 -0.2 -0.1 -0.5
H 3.0416 -3.4513 6.7761 -0.1 0.1 0.4
H 0.8167 -1.9023 6.9838 0.5 0.1 1.0
H 2.8776 -0.0736 5.6934 -0.1 0.3 0.0
H 1.3156 0.4605 6.4894 0.7 -0.2 0.7
C -2.6702 -0.3089 -5.5783 -0.7 -0.3 -1.0
S -2.1714 1.2241 -6.4406 0.5 -1.7 -1.7
O -0.8919 0.7096 -7.0065 1.1 0.9 0.5
C -3.2060 1.1064 -7.9753 -1.0 0.5 1.6
H -3.7547 -0.4184 -5.5707 -0.1 0.1 0.8
H -2.1030 -0.4706 -4.6616 -0.4 0.5 0.2
H -2.3274 -1.1047 -6.2395 0.2 0.2 -0.3
H -3.1339 2.0453 -8.5243 0.5 -0.2 0.0
H -4.2287 1.0853 -7.5988 -0.3 -0.3 -0.3
H -2.9604 0.2235 -8.5654 0.2 0.1 0.3
C -0.1952 0.2726 -2.2989 -1.9 0.2 0.2
S 0.2970 -1.1054 -1.2603 2.4 2.2 1.0
O 1.7832 -0.7437 -1.0595 -1.3 -1.2 0.1
C -0.5264 -0.4983 0.2878 -1.2 0.3 0.1
H 0.4499 0.5919 -3.1174 0.3 -0.6 0.3
H -0.4410 1.1076 -1.6429 0.4 0.0 -0.3
H -1.1667 -0.0461 -2.6768 -0.2 0.1 -0.5
H -1.3230 -1.1539 0.6394 1.0 -0.6 0.2
H -1.1523 0.3828 0.1458 0.3 0.3 -0.7
H 0.1689 -0.2087 1.0757 0.4 -0.6 -0.2
C -3.0861 -3.3953 1.9298 0.0 -0.3 0.4
S -3.8849 -2.6765 0.4067 2.2 -0.9 -0.5
O -2.8496 -2.0429 -0.5595 -2.0 -1.0 1.6
C -4.4507 -4.1597 -0.5121 0.2 0.0 -0.1
H -3.8505 -3.5461 2.6920 -0.7 0.2 -0.4
H -2.3519 -2.8000 2.4727 0.2 0.7 -0.8
H -2.6336 -4.3622 1.7097 -0.1 0.1 -0.7
H -4.9615 -4.9103 0.0910 -0.3 0.5 0.3
H -3.5499 -4.6627 -0.8638 0.3 0.2 -0.1
H -5.0365 -3.7818 -1.3500 -0.1 -0.1 0.2
C -6.4664 -0.1542 1.8695 0.4 -0.7 0.0
S -5.6771 -0.6292 3.5331 -0.1 -1.1 -1.2
O -5.5187 -2.1641 3.5483 0.3 2.2 -0.6
C -4.0992 0.2439 3.2013 1.0 0.0 0.2
H -7.4094 0.3851 1.9588 0.4 0.3 0.4
H -6.7287 -1.0531 1.3116 0.0 -0.5 0.5
H -5.7429 0.3321 1.2152 0.0 0.6 0.4
H -3.4431 0.0027 2.3649 -0.8 -0.5 -0.9
H -3.3393 0.1117 3.9715 -0.7 -0.1 0.9
H -4.2966 1.3137 3.1319 -0.4 0.0 0.0